Entry 1:
This record from OMol25 describes a single C4H9NO2 molecule. The level of theory is ωB97M-V with the def2-TZVPD basis set.

```
16
Properties=species:S:1:pos:R:3:forces:R:3:mulliken_charge:R:1
N 1.841326 0.404845 1.185412 0.60 -0.41 0.21 -0.374
C 1.056910 -0.737327 1.156778 0.58 0.78 -1.22 0.257
O 0.827042 -1.431251 2.122100 0.00 0.29 -0.11 -0.600
C 0.422002 -1.014920 -0.222352 0.25 -0.41 -0.01 -0.503
C -1.035172 -0.556388 -0.216871 -0.52 0.00 0.67 -0.608
C -1.360964 0.716308 -0.975917 0.03 -0.52 -0.22 -0.489
O -0.705352 1.794011 -0.340867 0.17 0.32 -0.13 -0.495
H 2.409412 0.528436 2.017049 -0.28 -0.08 -0.07 0.249
H 2.314007 0.717538 0.337153 -0.65 -0.23 0.35 0.228
H 0.935989 -0.607093 -1.107532 0.20 0.09 0.54 0.428
H 0.470700 -2.101823 -0.305846 -0.10 0.01 -0.10 0.292
H -1.706075 -1.350821 -0.555328 0.11 0.07 -0.06 0.350
H -1.250538 -0.393473 0.842206 -0.55 0.04 -0.08 0.331
H -1.014682 0.594526 -2.013752 -0.06 0.14 0.04 0.341
H -2.451602 0.876658 -1.000650 0.23 -0.08 0.06 0.295
H -0.753007 2.560779 -0.921588 0.00 -0.01 0.13 0.299
```
Positions in Å, forces in eV/Å.

As for the structure (SMILES): NC(=O)CCCO. As for the charge: 0. The calculation puts the total energy at -9879.2015 eV. Its maximum force is 1.56 eV/A.



Entry 2:
This record from OMol25 describes a single C4H9NO2 molecule. The level of theory is ωB97M-V with the def2-TZVPD basis set.

```
16
Properties=species:S:1:pos:R:3:forces:R:3:mulliken_charge:R:1
C -2.497833 0.419134 -0.146525 -0.03 0.07 0.13 -0.790
N -1.719843 -0.688828 0.400022 0.33 -0.03 0.14 -0.443
C -0.573849 -0.295272 1.207195 0.42 0.11 0.06 -0.607
C 0.648522 -0.107973 0.256704 -0.03 -0.38 -0.64 0.810
O 0.519397 -0.424886 -0.907888 0.06 0.17 0.25 -0.593
O 1.852621 0.270846 0.720880 -0.27 -0.12 0.04 -0.342
C 2.898676 0.131880 -0.282220 0.08 0.03 0.00 -0.625
H -2.877165 1.037444 0.673383 0.10 0.00 -0.12 0.301
H -3.373504 0.008208 -0.661055 0.22 0.11 -0.01 0.289
H -1.921957 1.046048 -0.847748 -0.18 -0.02 0.13 0.289
H -1.268042 -1.138113 -0.395895 -0.51 -0.23 0.07 0.329
H -0.328554 -1.112064 1.904346 0.14 0.18 -0.23 0.279
H -0.786343 0.570341 1.849844 0.16 -0.04 -0.38 0.317
H 3.836564 0.468174 0.165788 -0.36 -0.01 0.15 0.225
H 2.674324 0.727641 -1.171277 -0.04 -0.06 0.25 0.279
H 2.990658 -0.914692 -0.592086 -0.10 0.21 0.14 0.282
```
Positions in Å, forces in eV/Å.

As for the structure (SMILES): CNCC(=O)OC. As for the charge: 0. The calculation puts the total energy at -9878.5750 eV. Its maximum force is 0.74 eV/A.



Entry 3:
This record from OMol25 describes a single C4H9NO2 molecule. The level of theory is ωB97M-V with the def2-TZVPD basis set.

```
16
Properties=species:S:1:pos:R:3:forces:R:3:mulliken_charge:R:1
C 1.728487 -0.887557 0.187102 0.89 1.50 1.80 -0.822
N 0.472956 -0.721186 -0.535176 -0.14 1.35 -0.68 -0.486
C -0.386327 0.189372 0.275148 -2.49 -1.25 -0.26 0.066
C -0.144160 1.674287 0.017481 -1.60 -0.82 0.60 -1.173
C -1.994829 -0.264368 -0.117428 3.02 2.00 -0.41 0.523
O -2.800713 0.609276 -0.319956 -0.18 -1.47 0.37 -0.539
O -2.073486 -1.572985 -0.344998 2.28 -0.46 0.90 -0.506
H 2.336997 -1.599420 -0.313090 0.70 -0.60 -0.32 0.358
H 2.350273 0.071581 0.392504 -0.93 -1.12 -0.86 0.262
H 1.571677 -1.209295 1.272510 -0.27 -0.08 -1.62 0.270
H 0.604608 -0.307556 -1.566390 -0.25 -1.17 3.12 0.252
H -0.298275 -0.098901 1.358340 0.17 0.19 -1.03 0.390
H 0.750695 1.694630 -0.536911 0.98 0.68 -0.94 0.346
H -1.040014 2.061668 -0.483530 0.51 0.10 -0.27 0.337
H -0.025757 2.261091 0.911760 0.14 0.10 0.45 0.268
H -1.052134 -1.900637 -0.197368 -2.83 1.05 -0.85 0.454
```
Positions in Å, forces in eV/Å.

As for the structure (SMILES): CN[C@@H](C)C(=O)O. As for the charge: 0. The calculation puts the total energy at -9878.0448 eV. Its maximum force is 3.64 eV/A.



Entry 4:
This record from OMol25 describes a single C4H9NO2 molecule. The level of theory is ωB97M-V with the def2-TZVPD basis set.

```
16
Properties=species:S:1:pos:R:3:forces:R:3:mulliken_charge:R:1
C 0.454122 1.711759 -0.460462 0.01 -0.07 -0.06 -0.798
N -0.380217 0.529629 -0.185331 -0.41 -0.11 0.11 0.153
C -1.564048 0.716039 0.467036 -0.14 -0.11 0.05 0.027
O -2.343360 -0.181032 0.717488 -0.04 0.31 0.14 -0.556
C -0.190320 -0.879660 -0.634776 0.17 0.13 -0.12 -0.649
C 0.542344 -1.718194 0.407894 -0.26 -0.12 -0.13 -0.376
O 1.812010 -1.158863 0.662346 0.16 0.28 0.22 -0.506
H 1.367116 1.779318 0.150462 -0.18 -0.29 -0.15 0.283
H 0.745778 1.805537 -1.511676 -0.10 -0.31 0.11 0.292
H -0.120789 2.618598 -0.221926 0.01 -0.39 -0.04 0.301
H -1.768413 1.765593 0.746757 0.09 -0.08 -0.04 0.283
H -1.182102 -1.324616 -0.788712 0.22 0.36 -0.04 0.351
H 0.348544 -0.892563 -1.584065 0.12 0.14 0.10 0.298
H -0.059946 -1.799920 1.328009 0.11 0.15 -0.22 0.256
H 0.711403 -2.738745 0.044611 -0.09 0.23 -0.08 0.338
H 1.627876 -0.232880 0.862345 0.33 -0.10 0.15 0.305
```
Positions in Å, forces in eV/Å.

As for the structure (SMILES): CN(C=O)CCO. As for the charge: 0. The calculation puts the total energy at -9878.6375 eV. Its maximum force is 0.44 eV/A.



Which LUMO level belongs to each record? In order, 0.751; 0.926; 0.748; 0.728 eV.
Which gap between HOMO and LUMO belongs to each record? In order, 10.455; 10.005; 10.265; 10.337 eV.
Which HOMO energy belongs to each record? In order, -9.703; -9.079; -9.517; -9.609 eV.